[1]
13
Properties=species:S:1:pos:R:3:forces:R:3 method="wB97M-V/def2-TZVPD" total_charge=0 orbital_gap_ev="6.95 / 7.00" homo_energy_ha="-0.239 / -0.245" e_above_lowest_kj_mol=697.7 lumo_ev="0.43 / 0.35" energy_ev=-7792.4130
O -2.700 -0.523 -0.224 0.4 0.3 0.1
N 0.863 -2.054 0.370 -0.4 0.4 -0.4
C 0.413 1.479 0.148 -0.1 0.0 0.2
C 0.187 0.199 -0.619 3.7 0.2 -2.4
C -1.765 -0.541 0.519 0.3 -1.2 0.2
C 0.454 -1.026 -0.110 -2.3 -0.7 2.0
H -0.546 1.962 0.341 0.0 0.0 0.0
H 0.908 1.294 1.101 0.0 0.0 -0.1
H 1.666 -0.062 -1.309 -1.2 0.9 0.1
H 1.790 -2.394 0.124 0.2 0.1 -0.1
H -0.405 0.213 -1.525 -0.2 -0.1 0.2
H -1.905 -0.695 1.628 -0.2 0.2 0.0
H 1.040 2.147 -0.444 -0.2 -0.1 0.1

[2]
119
Properties=species:S:1:pos:R:3:forces:R:3 method="wB97M-V/def2-TZVPD" total_charge=+1 orbital_gap_ev=5.69 homo_energy_ha=-0.311 e_above_lowest_kj_mol=271.6 lumo_ev=-2.78 energy_ev=-79715.7854
Ba 0.906 -0.950 1.213 1.8 0.4 -0.7
P -1.396 0.412 -1.726 0.8 -0.7 1.1
F -2.615 0.419 4.551 0.0 0.1 0.0
F -2.946 -3.981 6.201 -0.1 0.0 0.1
F -0.738 -0.335 2.878 -1.1 0.1 1.0
F -1.140 -4.802 4.518 0.0 -0.1 0.0
O 2.024 -0.254 3.755 0.2 0.1 0.0
N 3.195 -3.010 2.000 -0.3 -0.1 0.2
N -2.685 1.055 -0.885 -0.6 0.2 -0.4
N 3.781 1.504 -2.832 0.0 -0.1 0.2
N 1.445 2.120 1.601 -0.1 0.3 0.2
N -1.962 -0.716 -2.834 -0.3 0.1 -0.4
N 0.142 -2.906 2.641 -0.5 -0.4 0.7
N 2.557 1.809 4.498 -0.2 -0.1 0.2
N -1.067 1.690 -2.807 0.1 0.4 -0.2
N 3.284 -0.139 -0.533 0.3 -0.1 0.0
N -0.299 -0.122 -0.779 -0.5 0.7 -1.0
N 0.377 -3.954 -0.835 -0.2 -0.2 0.0
C -3.940 1.368 -1.567 0.1 0.1 0.1
C 4.332 -2.295 2.563 0.1 0.1 -0.1
C 2.450 -3.682 3.094 0.0 0.2 -0.1
C -2.408 -3.057 5.392 0.1 -0.2 -0.1
C 3.690 -4.003 1.056 0.0 0.0 -0.1
C -5.206 0.360 0.352 -0.1 0.1 0.1
C -2.865 -1.755 5.457 0.0 0.1 0.0
C 3.205 2.202 3.262 0.2 0.1 -0.1
C -2.420 -0.481 -4.201 0.1 0.0 0.1
C -1.298 -1.304 3.700 0.2 0.0 -0.2
C 1.077 0.403 5.837 0.0 0.1 0.0
C 1.931 0.612 4.618 -0.2 -0.2 -0.1
C 4.539 1.762 -1.544 -0.1 -0.1 -0.6
C -3.745 -1.175 -4.488 -0.1 0.1 0.0
C -1.305 4.024 -3.518 -0.1 0.0 0.0
C -2.271 -0.881 4.566 0.0 -0.2 0.1
C -0.794 -2.627 3.581 0.3 -0.2 -0.2
C -1.850 -2.130 -2.512 0.2 0.0 0.0
C 3.501 0.020 -3.006 0.3 0.5 -0.1
C 1.113 4.886 1.614 -0.1 0.1 -0.1
C -3.159 -2.869 -2.742 0.0 -0.1 0.1
C -3.873 0.040 1.017 0.0 -0.1 0.1
C -1.433 -3.484 4.512 0.0 0.0 0.0
C -1.101 3.075 -2.346 0.1 -0.2 0.0
C 3.686 1.247 -0.399 -0.2 0.0 0.0
C -2.811 1.027 0.563 0.2 0.2 0.0
C -0.198 3.840 -4.548 0.1 0.1 0.0
C 1.012 -4.081 2.746 -0.1 0.2 0.2
C 2.242 2.909 2.339 -0.2 -0.2 0.1
C 0.263 4.079 0.882 0.0 -0.1 0.0
C 2.123 4.289 2.354 0.1 0.0 0.0
C 0.037 1.488 -3.726 -0.1 -0.1 0.2
C 0.473 2.705 0.896 0.0 0.0 -0.1
C -5.054 0.409 -1.163 0.0 0.0 -0.1
C -0.089 2.376 -4.954 0.0 0.0 -0.1
C -3.674 -2.661 -4.159 0.1 0.0 -0.1
C 1.189 -3.131 -0.836 0.1 -0.2 -0.1
C 2.670 -0.423 -1.826 -0.1 0.1 0.0
H 4.153 -3.514 0.195 0.0 0.0 0.0
H -0.983 2.075 -5.508 0.0 0.0 0.0
H 1.014 -4.640 1.803 0.0 0.1 0.0
H 4.029 -0.786 -0.296 0.0 0.0 -0.1
H 0.984 5.961 1.616 0.0 0.0 0.0
H 4.910 -1.819 1.763 0.0 0.0 0.0
H 4.721 2.835 -1.501 0.0 0.0 0.2
H -1.840 0.799 0.993 0.0 -0.1 0.0
H 2.326 2.512 5.180 0.1 0.1 0.0
H 2.878 1.992 -2.795 0.0 -0.1 0.0
H -0.549 4.490 0.299 0.0 0.0 0.0
H -0.143 3.322 -1.852 0.0 0.0 0.0
H 2.878 -4.622 0.681 0.0 0.0 0.0
H -1.519 -2.216 -1.480 0.0 0.1 0.0
H 3.568 1.289 2.793 0.0 0.0 0.0
H -4.802 -0.585 -1.544 0.0 0.0 0.0
H 2.398 -2.989 3.935 0.0 0.0 0.0
H -3.965 0.061 2.106 0.0 0.0 0.0
H 5.484 1.230 -1.658 0.0 0.0 0.1
H -1.056 -2.579 -3.134 0.0 0.0 0.0
H 0.096 0.432 -3.999 0.0 0.0 0.0
H -3.636 -1.444 6.143 0.0 0.0 0.0
H -1.887 3.184 -1.602 0.0 0.0 0.0
H -1.663 -0.859 -4.910 0.0 0.0 0.0
H 0.990 1.739 -3.201 -0.1 0.0 -0.1
H 4.440 -4.661 1.520 0.0 0.0 0.0
H -0.380 -4.608 -0.821 0.0 0.0 0.0
H -5.550 1.339 0.707 0.0 0.0 0.0
H 0.695 -4.795 3.504 0.0 0.0 0.0
H -2.991 -3.148 -4.865 0.0 0.0 0.0
H -4.239 2.399 -1.316 0.0 0.0 0.0
H 3.986 -1.528 3.254 0.0 0.0 0.0
H -4.528 -0.696 -3.892 0.0 0.0 0.0
H 0.754 4.155 -4.096 0.0 0.0 0.0
H -5.994 0.703 -1.637 0.0 0.0 0.0
H 2.802 4.880 2.956 0.0 0.0 0.0
H 0.063 0.729 5.591 0.0 0.0 0.0
H -3.896 -2.507 -2.019 0.0 0.0 0.0
H 3.028 -4.560 3.423 -0.1 -0.1 0.0
H 2.445 -1.479 -1.904 0.1 -0.1 0.0
H 2.987 -0.086 -3.961 -0.1 -0.1 0.0
H 4.486 -0.446 -3.060 -0.1 -0.1 0.0
H -5.973 -0.360 0.644 0.0 0.0 0.0
H -0.351 4.480 -5.418 0.0 0.0 0.0
H -3.550 -0.971 0.740 0.0 0.0 0.0
H 0.763 2.217 -5.623 0.0 0.0 0.0
H -3.085 2.039 0.905 -0.1 0.0 0.0
H 5.026 -2.968 3.091 0.0 0.0 0.0
H -3.018 -3.936 -2.542 0.0 0.0 0.0
H -3.783 1.355 -2.646 0.0 -0.1 0.0
H -2.501 0.590 -4.371 0.0 0.0 0.0
H 1.686 0.070 -1.828 -0.1 -0.1 0.0
H 1.043 -0.660 6.057 0.0 0.0 0.0
H 2.773 1.850 -0.354 0.0 0.0 0.0
H -1.337 5.056 -3.163 0.0 0.0 0.0
H 4.206 1.407 0.545 0.1 0.0 0.0
H -4.646 -3.137 -4.294 0.0 0.0 0.0
H 1.425 0.963 6.704 0.0 0.0 0.0
H 4.061 2.836 3.499 0.0 0.0 0.0
H -0.137 2.030 0.297 0.0 0.0 0.0
H 4.285 1.880 -3.633 0.1 0.0 0.0
H -2.277 3.809 -3.973 0.0 0.0 0.0
H -4.009 -1.030 -5.539 0.0 0.0 0.0

[3]
34
Properties=species:S:1:pos:R:3:forces:R:3 method="wB97M-V/def2-TZVPD" total_charge=-2 orbital_gap_ev="5.28 / 5.51" spin_multiplicity=2 homo_energy_ha="-0.012 / -0.021" e_above_lowest_kj_mol=0.0 lumo_ev="4.94 / 4.94" energy_ev=-52235.4262 s_squared=0.75
Pt 1.617 -1.348 -0.304 -0.2 -0.3 -0.2
S 3.023 0.131 -2.169 -0.3 0.4 0.1
S 0.594 -3.390 -0.145 -0.1 0.0 0.0
O 2.475 0.533 -0.773 0.5 0.0 0.0
O 1.645 -1.904 2.109 -0.1 0.2 0.0
O 1.825 -0.497 -2.811 0.2 -0.2 -0.1
O 3.420 1.358 -2.870 -0.1 0.0 0.1
O -0.242 3.704 -2.532 -0.1 0.0 0.0
O 4.120 -0.817 -2.022 0.2 0.0 -0.1
N 0.538 -2.530 2.377 0.0 0.0 -0.1
N -0.930 1.722 -0.694 0.0 0.0 0.0
N -1.092 0.044 1.120 -0.4 0.0 0.4
C -1.041 0.842 0.286 0.1 0.0 -0.2
C -0.442 1.335 -2.017 0.0 0.0 -0.1
C 0.459 2.437 -2.526 -0.1 0.0 0.0
C -1.202 -4.046 1.834 0.1 0.0 0.0
C -0.012 -2.371 3.600 0.1 0.0 0.0
C -0.648 4.051 -1.232 0.0 0.0 0.0
C -0.060 -3.327 1.424 -0.1 0.0 0.2
C -1.131 -3.052 4.004 0.0 -0.1 -0.1
C -1.734 -3.927 3.094 0.0 0.0 0.0
C -1.586 3.009 -0.636 0.0 0.1 0.0
H -2.622 -4.484 3.369 0.0 0.0 0.0
H -1.154 5.018 -1.298 0.0 0.0 0.0
H -1.660 -4.683 1.089 0.0 0.0 0.0
H -1.523 -2.888 4.997 0.0 0.0 0.0
H 0.529 -1.670 4.217 0.0 0.0 0.0
H 1.352 2.498 -1.901 0.0 0.0 0.0
H -2.523 2.990 -1.214 0.0 0.0 0.0
H 0.228 4.149 -0.575 0.0 0.0 0.0
H -1.303 1.211 -2.690 0.0 0.0 0.0
H -1.819 3.256 0.401 0.0 0.0 0.0
H 0.126 0.406 -1.963 0.0 0.0 0.0
H 0.773 2.239 -3.547 0.0 0.0 0.0

[4]
12
Properties=species:S:1:pos:R:3:forces:R:3 method="wB97M-V/def2-TZVPD" total_charge=0 orbital_gap_ev="10.07 / 9.96" spin_multiplicity=2 homo_energy_ha="-0.343 / -0.377" e_above_lowest_kj_mol=110.6 lumo_ev="0.74 / -0.29" energy_ev=-7316.2439 s_squared=0.75
O 1.450 2.276 -0.877 0.7 0.0 0.6
O 2.816 -0.009 0.569 0.2 1.0 -0.2
C -3.254 -1.024 0.539 0.7 0.3 -0.2
C 1.039 1.154 -0.837 0.7 -1.3 0.0
C 1.577 -0.093 -0.099 0.5 0.9 1.1
H 0.144 0.882 -1.366 -1.1 -0.2 -0.5
H 1.703 -0.977 -0.705 -0.8 -0.1 -0.6
H -3.583 -0.169 -0.045 -0.1 -0.2 0.2
H 0.822 -0.231 0.691 -0.4 -0.4 -0.4
H -2.782 -0.836 1.502 -0.3 -0.1 -0.2
H -2.948 -1.907 -0.011 -0.2 0.0 0.2
H 3.015 0.933 0.638 0.3 0.0 0.2

[5]
26
Properties=species:S:1:pos:R:3:forces:R:3 method="wB97M-V/def2-TZVPD" total_charge=0 orbital_gap_ev=10.62 homo_energy_ha=-0.373 e_above_lowest_kj_mol=346.1 lumo_ev=0.47 energy_ev=-11616.1213 smiles=CCCCC.O.O.O
O 1.864 2.497 -0.434 2.4 4.0 -5.7
O 1.821 -3.661 0.008 1.0 3.5 -0.1
O 0.830 2.726 2.200 -0.5 -1.0 -0.2
C -2.989 -0.797 0.813 3.0 -5.4 -2.6
C 1.569 -0.137 -1.069 3.3 3.8 -2.8
C -0.623 -0.506 -0.070 -3.0 9.7 -2.0
C -2.148 -0.303 -0.401 0.6 -1.8 2.0
C 0.152 0.123 -1.253 -2.1 0.8 -0.1
H -0.122 -0.265 -2.247 -0.6 -0.4 0.6
H -2.212 0.737 -0.690 -0.7 0.1 0.0
H -0.100 1.262 -1.408 0.5 -2.1 0.8
H 1.775 -0.965 -0.484 0.6 -1.5 1.0
H 1.528 2.272 0.364 -1.5 0.3 4.2
H -3.398 -0.132 1.384 -2.1 4.0 3.6
H 0.980 2.441 3.105 0.3 0.3 0.3
H 2.129 0.853 -0.776 -0.9 -2.8 -0.1
H -2.489 -0.980 -1.180 0.5 0.3 -0.7
H 1.967 3.490 -0.684 -0.7 -2.8 1.7
H 1.429 -2.805 0.411 0.7 -2.3 -0.8
H -2.393 -1.586 1.390 0.1 1.7 -0.1
H -3.723 -1.570 0.598 -0.9 0.6 -1.0
H -0.401 -1.354 0.303 1.8 -6.5 1.7
H 2.608 -3.225 -0.474 -1.7 -1.3 0.9
H 0.401 1.920 1.850 -0.1 0.6 0.1
H 1.938 -0.255 -2.129 0.4 -0.5 1.1
H -0.392 0.222 0.872 -0.6 -1.3 -1.8

[6]
99
Properties=species:S:1:pos:R:3:forces:R:3 method="wB97M-V/def2-TZVPD" total_charge=-2 orbital_gap_ev=6.14 homo_energy_ha=-0.095 e_above_lowest_kj_mol=146.5 lumo_ev=3.54 energy_ev=-188532.5391
I -0.997 -2.134 3.458 -0.1 -0.5 0.3
Sr 0.199 -0.129 -0.112 -0.6 -0.6 0.0
Br -2.329 -3.673 6.356 0.0 -0.1 0.0
S -1.121 1.016 3.086 0.2 -0.1 -0.3
S 2.532 -0.206 -2.033 -0.1 0.1 -0.1
S -4.022 0.118 3.551 0.0 0.1 0.0
S -0.997 -2.744 -4.160 -0.2 0.4 -0.2
O 1.152 1.678 0.576 1.1 1.8 0.6
O 0.163 7.548 5.796 0.0 -0.1 0.0
N 1.960 -4.027 1.280 -0.3 -0.1 0.5
N -2.309 0.709 0.203 0.6 0.2 -0.3
N 4.474 -1.763 -1.057 -0.4 -0.3 -0.3
N 1.225 -4.034 -3.186 -0.2 0.1 0.3
N 2.309 -0.254 2.125 -0.3 0.0 -0.1
N -0.695 -4.791 -2.434 0.4 0.3 0.0
N 4.005 -5.324 0.868 -0.1 0.1 0.0
N 4.661 3.169 4.574 0.3 0.3 0.2
N 3.394 -2.762 -2.688 -0.1 0.1 0.3
N 0.438 -2.384 0.327 0.5 -1.9 0.0
N -3.106 0.705 1.276 -1.3 -0.3 0.1
N -0.943 0.590 -2.239 -0.2 0.2 -0.6
N 4.613 4.240 5.228 0.6 -0.4 0.2
C 0.297 -5.587 -1.900 0.0 -0.2 0.2
C 4.127 0.439 4.113 0.0 -0.2 0.0
C -2.662 0.626 2.493 0.2 0.4 0.0
C -0.975 0.953 -4.605 -0.2 0.1 0.0
C 2.627 1.044 2.326 0.2 0.1 0.1
C -2.476 -6.047 4.841 0.0 0.0 0.0
C 2.559 7.318 5.382 -0.1 0.2 0.0
C 1.139 5.415 5.729 -0.1 0.0 0.0
C 4.872 -0.730 -0.134 0.1 0.2 0.1
C 3.045 -4.679 0.997 0.3 -0.1 -0.3
C -1.313 -5.020 2.549 0.1 0.1 -0.1
C -0.401 0.448 -3.444 0.0 0.1 -0.3
C -1.709 -6.345 2.589 0.0 -0.1 0.0
C -2.062 -4.724 4.794 0.0 0.1 -0.1
C 2.318 3.381 1.697 -0.2 -0.1 -0.1
C 1.299 6.796 5.623 0.0 0.0 0.0
C -0.112 -3.830 -3.226 -0.1 -0.3 -0.1
C 1.244 -3.157 0.686 -0.2 -0.1 -0.2
C 3.487 5.084 5.255 -0.7 0.4 0.0
C 2.209 4.573 5.535 0.1 0.1 0.1
C -2.759 1.312 -0.836 -0.4 0.1 0.7
C -2.762 1.757 -3.253 0.0 0.0 0.3
C -3.394 0.294 5.236 -0.1 0.1 -0.3
C 1.973 2.026 1.465 0.2 0.5 0.2
C 3.781 -0.869 3.902 0.1 0.2 0.1
C 3.777 2.842 3.563 -0.6 0.1 -0.4
C -2.088 -4.825 -2.084 -0.2 0.0 0.1
C -2.179 1.623 -4.501 0.1 0.0 0.0
C 3.135 3.767 2.732 0.4 -0.2 0.1
C -1.484 -4.183 3.649 0.0 0.2 0.1
C 3.549 1.450 3.318 -0.2 0.2 0.0
C -2.299 -6.861 3.734 0.0 0.0 0.0
C 3.645 6.464 5.224 0.1 -0.4 -0.1
C 5.110 -2.963 -1.285 0.1 0.1 0.0
C 3.420 -1.646 -1.920 0.5 -0.1 -0.1
C -2.119 1.223 -2.134 0.1 0.1 -0.6
C 2.855 -1.169 2.891 -0.1 -0.1 -0.1
C 1.468 -5.125 -2.377 0.1 -0.1 0.1
C 4.440 -3.565 -2.287 0.2 -0.1 -0.1
C 0.250 8.916 5.493 0.0 0.1 0.0
B 2.383 -3.195 -3.823 0.0 0.1 0.0
H -2.446 -5.856 -2.062 0.0 0.0 0.0
H -3.911 1.114 5.732 0.1 0.0 0.1
H 2.563 -2.195 2.702 0.0 0.0 0.0
H -2.329 0.512 5.150 0.0 0.0 0.1
H 1.952 -2.238 -4.388 0.0 0.1 0.0
H 0.087 -6.401 -1.229 0.0 0.0 0.0
H -3.688 1.881 -0.775 0.0 -0.1 0.0
H 5.656 -1.109 0.520 0.0 -0.1 0.0
H 2.715 8.386 5.310 0.0 0.0 0.0
H -2.260 -4.357 -1.110 0.0 0.0 0.0
H -0.761 9.310 5.575 0.0 0.0 0.0
H -2.937 -6.430 5.742 0.0 0.0 0.0
H 4.832 0.725 4.883 0.0 0.0 0.0
H -0.492 0.798 -5.559 0.0 0.0 0.0
H 4.631 6.874 5.041 0.0 0.0 0.0
H 0.547 -0.068 -3.490 0.0 -0.1 0.0
H 3.348 4.820 2.867 -0.1 0.0 0.0
H -1.558 -6.980 1.725 0.0 0.0 0.0
H 3.006 -3.942 -4.546 0.1 0.0 -0.1
H 2.466 -5.481 -2.192 0.0 0.0 0.1
H 2.072 3.501 5.603 0.0 0.0 0.0
H -3.710 2.264 -3.126 0.0 0.0 0.0
H 0.899 9.450 6.196 0.0 0.0 0.0
H 1.879 4.121 1.039 0.0 0.0 0.0
H 4.020 -0.415 0.462 0.0 0.0 0.0
H 5.950 -3.286 -0.698 0.0 0.0 0.0
H 0.617 9.084 4.475 0.0 0.0 0.0
H -0.859 -4.607 1.656 0.0 0.0 0.0
H 0.155 5.020 5.944 0.0 0.0 0.0
H 5.234 0.144 -0.680 0.0 0.0 0.0
H -2.625 -7.892 3.770 0.0 0.0 0.0
H 4.638 -4.502 -2.775 -0.1 0.0 0.1
H -2.670 2.032 -5.376 0.0 0.0 0.0
H -3.548 -0.637 5.778 0.0 0.0 0.0
H 4.197 -1.663 4.507 0.0 0.0 0.0
H -2.634 -4.260 -2.837 0.0 0.0 0.0

Computed max |F| (eV/A) in order:
4.4, 2.0, 0.5, 1.5, 10.4, 2.2